{
  "formula": "CH8NO",
  "method": "ωB97M-V/def2-TZVPD",
  "max_force_ev_per_a": 2.28,
  "total_charge": 1,
  "orbital_gap_ev": 12.90,
  "de_lowest_kj_mol": 95.03,
  "homo_energy_ev": -16.656,
  "species": ["C", "N", "H", "H", "H", "H", "H", "H", "H", "H", "O"],
  "coordinates": [[-0.325, -1.091, 0.246], [-0.865, 0.322, 0.437], [-0.938, -1.708, 0.919], [-0.195, -1.387, -0.787], [0.796, -1.036, 0.411], [-1.362, 0.556, -0.429], [-0.126, 0.958, 0.780], [-1.513, 0.378, 1.233], [1.373, 0.228, -1.182], [1.918, 1.718, -0.897], [1.236, 1.062, -0.732]],
  "forces_ev_per_angstrom": [[1.99, 0.58, 0.96], [-0.37, -0.61, 0.93], [0.83, -0.34, -0.69], [-1.55, 0.00, -0.41], [-1.49, -0.25, 1.23], [0.42, 0.94, 0.44], [-0.08, -0.05, -1.52], [-0.37, -0.56, -0.53], [0.85, 0.36, -0.51], [0.32, -0.38, -0.43], [-0.55, 0.31, 0.53]],
  "lowdin_charge": [-0.017, 0.115, 0.113, 0.094, 0.113, 0.170, 0.150, 0.170, 0.049, 0.082, -0.039]
}